92
Properties=species:S:1:pos:R:3:forces:R:3 method="wB97M-V/def2-TZVPD" lumo_ev=1.35 mol_weight_g_mol=925.43 homo_ha=-0.2092 de_lowest_kcal_mol=6.74 gap_ev=7.04 total_charge=-1 fmax_ev_per_a=2.5
K 1.0904 0.7460 -0.1078 -1.04 -0.97 -1.45
N 1.1195 0.5082 2.4876 0.12 0.26 0.39
N 2.3244 1.1460 2.8587 0.00 -0.06 -0.05
C 2.7858 2.2441 2.0834 0.00 0.34 -0.22
O 3.4965 3.0593 2.6863 -0.13 -0.31 -0.26
O 2.4412 2.2455 0.8465 1.21 1.41 1.69
H 0.3171 0.9771 2.8920 -0.13 -0.03 0.12
H 1.1369 -0.4588 2.7770 0.06 -0.09 -0.04
H 2.4424 1.3312 3.8410 -0.06 0.10 0.18
C 5.8726 0.2975 2.3487 0.02 0.05 -0.02
C 5.6135 0.9858 1.0092 -0.11 -0.02 0.18
As 4.2237 0.0855 -0.0493 0.30 -0.19 -0.09
C 5.3352 -1.3668 -0.8063 0.02 -0.22 0.11
C 5.2080 -2.6737 -0.0169 0.00 0.08 -0.05
C 4.2719 1.2901 -1.6085 0.07 -0.01 -0.02
C 5.6194 1.4569 -2.3051 -0.05 0.07 -0.04
H 6.6407 0.8295 2.9154 -0.01 0.00 0.01
H 6.2146 -0.7330 2.2216 0.01 0.01 -0.03
H 4.9658 0.2779 2.9560 0.01 0.01 -0.05
H 6.5221 1.0361 0.4097 0.08 -0.02 0.00
H 5.2601 2.0049 1.1801 0.00 -0.02 -0.01
H 6.3756 -1.0432 -0.8607 0.07 -0.02 -0.02
H 4.9896 -1.5189 -1.8313 -0.01 -0.01 -0.03
H 5.5945 -2.5771 0.9996 0.01 0.05 -0.02
H 5.7491 -3.4945 -0.4953 0.02 0.00 -0.01
H 4.1609 -2.9721 0.0745 0.01 0.03 -0.03
H 3.9029 2.2433 -1.2277 0.01 0.02 0.02
H 3.5152 0.9348 -2.3110 0.01 0.00 -0.04
H 6.3889 1.8367 -1.6290 -0.05 0.00 -0.02
H 5.5303 2.1707 -3.1304 0.02 -0.05 0.04
H 5.9841 0.5173 -2.7260 -0.03 0.01 0.01
C -2.9512 -0.7293 4.7929 -0.06 -0.12 -0.14
O -2.8828 -1.0125 3.3899 -0.02 -0.26 0.20
C -2.4693 -0.0098 2.6137 0.06 0.08 -0.77
O -2.1039 1.0465 3.0669 0.04 0.16 0.03
C -2.3275 -0.3847 1.1439 0.25 0.65 0.49
C -2.7033 -1.5925 0.7005 -0.56 -0.58 -0.58
As -4.6174 -1.7957 1.0744 0.23 0.31 -0.12
C -5.1561 -3.4473 0.1901 0.02 -0.06 -0.03
C -4.8587 -0.5448 -0.5067 -0.23 -0.15 -0.07
C -4.0631 0.4472 -0.9270 -0.08 0.19 0.02
As -2.1700 1.0193 -0.2644 -0.96 -0.02 0.34
C -3.0675 2.4821 0.7215 0.12 -0.09 -0.02
C -4.7287 1.4717 -1.8474 0.40 -0.35 0.16
O -5.8056 1.9357 -1.5869 -0.15 0.07 0.08
O -4.1008 1.8838 -2.9564 0.45 -0.11 -0.14
C -2.8587 1.2784 -3.4031 -0.40 -0.01 0.02
C -6.2823 -0.7662 -0.9978 0.64 -0.08 -0.02
O -7.2043 -0.7805 -0.2325 -0.17 0.07 0.22
O -6.5038 -1.1144 -2.2819 0.28 -0.01 -0.20
C -5.4209 -1.2957 -3.2106 -0.23 0.05 0.20
C -2.1815 -2.2553 -0.5589 0.32 0.38 0.56
O -2.1900 -3.4586 -0.6659 -0.14 -0.10 -0.11
O -1.6309 -1.4293 -1.4380 -0.29 -0.18 -0.22
C -1.0009 -2.0254 -2.5923 -0.48 -0.27 -0.05
H -3.1793 -1.6813 5.2613 -0.01 -0.01 0.04
H -3.7378 -0.0087 5.0007 -0.06 0.07 -0.03
H -2.0089 -0.3374 5.1608 0.13 0.03 -0.03
H -4.8535 -4.2709 0.8335 -0.02 -0.06 -0.01
H -4.7092 -3.5813 -0.7896 0.01 -0.02 -0.05
H -6.2437 -3.4140 0.1282 0.00 -0.06 -0.05
H -3.9744 2.1444 1.2167 -0.01 -0.02 0.04
H -3.3353 3.2202 -0.0352 0.00 0.04 -0.05
H -2.3806 2.9204 1.4347 0.03 0.00 -0.02
H -2.8444 1.3911 -4.4821 -0.05 0.02 -0.06
H -2.8160 0.2230 -3.1456 -0.01 -0.08 0.05
H -1.9976 1.7763 -2.9839 0.16 0.16 0.12
H -5.8117 -1.9344 -3.9965 -0.06 -0.03 -0.01
H -4.5648 -1.7786 -2.7447 0.05 -0.02 0.06
H -5.1197 -0.3446 -3.6424 -0.01 0.05 -0.01
H -0.4339 -1.2171 -3.0447 -0.07 -0.22 0.00
H -1.7657 -2.4050 -3.2707 -0.12 -0.03 0.03
H -0.3630 -2.8509 -2.2929 -0.17 -0.01 -0.02
C 1.2518 -3.9137 -0.3693 0.07 -0.06 0.03
C 1.3010 -2.4399 -0.7047 0.15 0.11 0.09
N 2.0056 -2.0876 -1.8050 0.08 0.05 0.33
O 0.7345 -1.6146 0.0073 0.09 -1.26 -0.13
H 1.3242 -4.5483 -1.2553 0.01 0.04 0.05
H 0.3198 -4.1215 0.1547 0.04 0.03 -0.07
H 2.0846 -4.1538 0.2968 -0.02 0.03 -0.03
H 2.4120 -2.7931 -2.3905 -0.01 -0.04 -0.03
H 1.9223 -1.1347 -2.1775 -0.11 -0.19 0.00
Br 0.7046 0.7242 -3.0660 0.35 0.54 -0.70
C 0.0022 4.4622 2.3287 0.06 0.02 0.16
C -0.1486 4.3942 0.8227 0.00 -0.23 -0.11
O -0.0501 3.0597 0.3331 -0.08 0.32 0.18
H -0.1541 5.4878 2.6782 -0.01 -0.06 0.01
H 1.0072 4.1560 2.6366 -0.09 0.02 -0.04
H -0.7316 3.8107 2.8146 0.06 0.05 -0.02
H 0.6010 5.0247 0.3368 0.05 0.01 -0.02
H -1.1293 4.7634 0.5208 -0.06 0.00 -0.03
H 0.8687 2.7640 0.5243 0.13 0.77 0.24

---

11
Properties=species:S:1:pos:R:3:forces:R:3 method="wB97M-V/def2-TZVPD" lumo_ev=0.72 mol_weight_g_mol=100.08 homo_ha=-0.3430 de_lowest_kcal_mol=78.99 gap_ev=10.05 total_charge=0 fmax_ev_per_a=1.8
C -1.5992 -0.3854 0.0004 -0.06 0.09 -0.09
N -0.2635 0.1823 -0.1489 0.17 0.24 -0.22
N 0.6723 -0.6041 -0.8580 0.08 -0.74 0.19
C 1.8062 -0.4707 -0.2409 -0.30 0.05 -0.38
O 1.9082 0.3066 0.7848 -0.91 1.38 -0.79
C 0.3091 1.2090 0.4363 0.92 -0.08 0.49
O 0.2800 2.3633 0.6350 -0.07 -1.25 0.45
H -2.0123 -0.5204 -0.9994 -0.07 0.01 0.12
H -1.5146 -1.3656 0.4866 0.05 0.27 -0.10
H -2.2518 0.2554 0.5978 0.27 0.07 -0.15
H 2.6656 -0.9704 -0.6938 -0.09 -0.05 0.49

---

137
Properties=species:S:1:pos:R:3:forces:R:3 method="wB97M-V/def2-TZVPD" lumo_ev="3.67 / 3.67" mol_weight_g_mol=1215.84 homo_ha="-0.0785 / -0.0312" de_lowest_kcal_mol=0.00 gap_ev="5.81 / 4.52" total_charge=-2 fmax_ev_per_a=1.6
Rb -0.0117 -0.1161 -0.0157 0.13 -0.42 -0.57
C -4.0835 -3.5099 1.2151 0.01 0.03 -0.03
C -4.4781 -2.0861 0.9519 0.04 -0.12 -0.12
C -5.4496 -1.4823 1.7274 -0.12 0.14 0.03
C -5.8336 -0.1732 1.4939 -0.13 0.08 0.12
C -5.2289 0.5297 0.4636 -0.22 0.06 0.08
C -4.2635 -0.0422 -0.3449 0.00 -0.22 -0.04
C -3.6202 0.7828 -1.4190 0.10 -0.11 0.18
C -3.8527 -1.3772 -0.0973 -0.62 0.35 0.40
N -2.8050 -1.9483 -0.7524 0.97 0.00 0.14
C -2.7681 -2.2288 -2.0406 -0.56 0.02 -0.14
C -4.0524 -2.3062 -2.8464 0.15 0.03 0.14
C -1.5480 -2.5387 -2.6762 0.24 -0.16 -0.41
C -1.5539 -2.8897 -4.1519 0.04 -0.01 0.21
N -0.4197 -2.5440 -1.9905 -0.45 0.24 0.75
C 0.8207 -2.5816 -2.5619 0.69 -0.03 -0.45
C 1.3478 -1.4758 -3.2716 -0.03 -0.13 0.14
C 0.5317 -0.2402 -3.5366 -0.01 -0.05 0.07
C 2.6634 -1.5033 -3.7045 0.14 -0.12 -0.04
C 3.4715 -2.6091 -3.4987 0.10 0.03 -0.11
C 2.9470 -3.7099 -2.8435 0.07 0.08 -0.11
C 1.6500 -3.7059 -2.3624 -0.05 0.00 -0.03
C 1.1375 -4.9093 -1.6243 -0.04 0.09 -0.03
H -4.9420 -4.1121 1.5190 -0.03 0.01 0.02
H -3.3343 -3.5607 2.0045 0.14 -0.08 0.07
H -3.6402 -3.9312 0.3175 0.04 -0.17 -0.03
H -5.9109 -2.0501 2.5272 -0.06 -0.05 0.04
H -6.6071 0.2909 2.0937 0.03 0.03 0.06
H -5.5165 1.5591 0.2838 -0.02 0.06 -0.05
H -4.2517 1.6312 -1.6802 -0.06 0.05 -0.05
H -3.4152 0.1982 -2.3117 0.03 0.03 -0.13
H -2.6701 1.1842 -1.0607 0.08 0.05 -0.14
H -4.8767 -1.9195 -2.2477 -0.05 0.01 -0.08
H -4.2787 -3.3452 -3.1043 -0.06 -0.02 -0.09
H -3.9903 -1.7334 -3.7734 -0.06 -0.01 -0.07
H -2.2866 -3.6678 -4.3736 -0.06 -0.02 -0.06
H -0.5666 -3.2531 -4.4317 0.00 -0.02 -0.11
H -1.7854 -2.0236 -4.7746 -0.04 0.06 -0.11
H -0.4598 -0.3144 -3.0954 -0.06 0.09 -0.03
H 0.4235 -0.0914 -4.6138 -0.08 0.09 0.01
H 1.0290 0.6410 -3.1240 -0.04 0.06 -0.04
H 3.0689 -0.6374 -4.2152 -0.01 0.08 -0.01
H 4.4964 -2.6103 -3.8458 0.06 0.01 0.00
H 3.5574 -4.5948 -2.7034 0.05 -0.06 0.05
H 1.3471 -5.8210 -2.1852 0.00 -0.09 0.00
H 0.0679 -4.8196 -1.4613 -0.11 -0.08 0.03
H 1.6238 -4.9909 -0.6520 0.05 -0.07 0.11
C -1.0241 5.5447 -5.8017 0.15 0.22 -0.20
O -1.4547 4.6449 -4.8243 0.20 -0.22 0.55
C -0.6406 4.4425 -3.7200 -0.44 -0.42 0.08
C 0.5232 5.1797 -3.4578 0.22 0.46 -0.38
C 1.2397 4.9047 -2.3178 -0.07 -0.12 0.11
C 0.8543 3.9266 -1.3910 -0.43 -0.08 -0.29
C 1.5802 3.7163 -0.1712 0.34 -0.23 0.85
C 2.8917 4.4686 0.0266 -0.13 -0.24 0.14
O 1.1997 2.9859 0.7559 0.87 0.35 -0.60
C -0.3248 3.1325 -1.6663 -0.02 -0.07 -0.03
O -0.7173 2.1908 -0.9263 0.02 0.41 -0.65
C -1.0382 3.4536 -2.8585 -0.18 0.18 -0.37
H -1.7762 5.5155 -6.5929 0.09 0.03 0.05
H -0.0521 5.2534 -6.2211 -0.07 0.07 0.03
H -0.9538 6.5710 -5.4162 0.02 -0.09 -0.05
H 0.8618 5.9607 -4.1230 0.01 0.00 -0.04
H 2.1315 5.4879 -2.1371 0.06 0.03 0.05
H 3.5837 4.2504 -0.7845 0.08 0.07 -0.06
H 3.3325 4.1538 0.9698 -0.03 -0.03 -0.01
H 2.7055 5.5418 0.0607 0.04 0.08 -0.04
H -1.9267 2.8815 -3.0834 -0.08 -0.07 0.00
C -2.4443 -1.0043 4.0527 -0.29 0.09 -0.09
O -1.1039 -1.4276 4.1328 0.48 0.06 -0.07
P -0.2656 -1.7059 2.7492 -0.09 -0.91 1.18
O 1.0968 -2.1650 3.4913 -0.17 -0.19 -0.15
C 2.2078 -1.2933 3.5931 0.36 0.30 -0.15
O -0.8494 -3.2053 2.5087 -0.30 0.31 0.30
C -0.5433 -3.8728 1.2956 -0.01 -0.07 -0.36
H -2.7473 -0.7359 5.0666 -0.08 0.04 -0.12
H -3.0840 -1.8041 3.6740 -0.07 0.00 0.03
H -2.5531 -0.1384 3.3928 -0.05 0.00 -0.02
H 3.0549 -1.9137 3.8847 0.03 0.09 0.03
H 2.0359 -0.5254 4.3518 0.00 0.00 0.07
H 2.4317 -0.8243 2.6250 -0.04 -0.02 0.11
H -0.9308 -4.8865 1.3995 0.04 -0.01 -0.09
H 0.5328 -3.9151 1.1330 0.14 -0.04 0.02
H -1.0164 -3.3760 0.4464 -0.01 -0.02 -0.11
C -2.4603 2.8521 3.5745 -0.18 -0.30 -0.40
Te -1.1178 2.7258 1.8053 -1.02 0.20 1.18
C 0.1690 2.0256 3.3894 0.17 -0.16 -0.35
C -0.2356 2.7473 4.6199 -0.10 0.26 0.31
C 0.6459 3.0285 5.6508 0.05 0.01 0.06
C 0.2220 3.7282 6.7711 0.12 0.02 0.16
C -1.0921 4.1507 6.8655 -0.07 0.05 0.17
C -1.9803 3.8655 5.8395 -0.06 0.04 0.08
C -1.5658 3.1659 4.7177 0.14 0.12 0.12
H -2.9225 1.8748 3.7334 -0.03 0.01 -0.08
H -3.2716 3.5771 3.4892 0.11 0.04 -0.19
H 1.2135 2.1753 3.1372 0.06 0.04 -0.13
H -0.0029 0.9537 3.5171 -0.02 0.03 -0.08
H 1.6772 2.7119 5.5700 0.09 -0.05 -0.01
H 0.9210 3.9427 7.5708 0.02 0.02 -0.01
H -1.4311 4.7000 7.7374 0.03 0.00 -0.02
H -3.0097 4.1962 5.9067 -0.05 0.02 0.00
C 2.9517 -0.7344 0.3031 0.05 -0.05 -0.24
Ge 4.7594 -1.1725 0.6946 0.81 -0.29 0.17
C 5.4808 -0.0149 2.1586 -0.20 -0.31 -0.29
C 6.7070 -0.2635 2.7611 0.11 -0.23 -0.08
C 7.2190 0.5733 3.7374 0.25 -0.04 0.10
C 6.5103 1.6967 4.1247 -0.03 0.14 0.10
C 5.2843 1.9620 3.5343 0.00 0.27 0.19
C 4.7776 1.1114 2.5668 -0.26 -0.01 -0.13
C 6.2723 -1.0210 -0.6605 -0.82 -0.11 0.23
C 6.4112 0.1725 -1.3601 -0.14 0.18 0.14
C 7.3402 0.3133 -2.3734 0.12 0.17 -0.16
C 8.1552 -0.7530 -2.7162 0.09 0.00 -0.16
C 8.0272 -1.9514 -2.0364 0.25 -0.12 -0.15
C 7.0938 -2.0809 -1.0236 -0.05 -0.13 0.28
C 4.9657 -3.0862 1.2997 -0.33 0.50 -0.06
C 5.1596 -3.5089 2.6082 0.17 0.32 0.09
C 5.0666 -4.8451 2.9561 0.03 -0.28 0.20
C 4.7677 -5.7967 1.9944 -0.01 -0.09 0.05
C 4.5674 -5.3975 0.6810 0.00 -0.28 -0.01
C 4.6547 -4.0590 0.3536 0.05 0.20 -0.25
H 2.6589 -1.4431 -0.5053 0.09 0.10 0.05
H 7.2727 -1.1354 2.4553 0.12 -0.07 -0.02
H 8.1783 0.3543 4.1923 0.02 -0.01 0.01
H 6.9126 2.3620 4.8807 -0.03 0.00 0.00
H 4.7274 2.8434 3.8322 -0.05 -0.01 -0.02
H 3.8191 1.3133 2.1066 -0.16 0.05 -0.06
H 5.7659 1.0042 -1.1027 -0.03 0.09 -0.05
H 7.4280 1.2501 -2.9109 -0.02 0.05 0.01
H 8.8753 -0.6543 -3.5197 0.03 0.01 -0.01
H 8.6561 -2.7927 -2.3047 0.01 -0.03 0.00
H 7.0071 -3.0256 -0.5012 -0.01 -0.06 0.00
H 5.3876 -2.7744 3.3714 0.00 0.03 0.10
H 5.2207 -5.1514 3.9856 -0.03 0.03 -0.01
H 4.6726 -6.8401 2.2698 0.03 -0.02 0.00
H 4.3350 -6.1340 -0.0810 -0.05 0.03 0.00
H 4.4655 -3.7382 -0.6624 -0.07 -0.07 -0.14

---

14
Properties=species:S:1:pos:R:3:forces:R:3 method="wB97M-V/def2-TZVPD" lumo_ev=4.11 mol_weight_g_mol=93.17 homo_ha=-0.0931 de_lowest_kcal_mol=20.09 gap_ev=6.65 total_charge=-1 fmax_ev_per_a=1.2
C -2.7853 -0.8743 -0.8394 0.56 0.14 0.75
O -1.7285 -1.3883 -0.0364 -0.12 -0.24 -0.71
H -2.6359 -1.0704 -1.8956 0.03 -0.17 -0.37
H -3.7189 -1.3338 -0.5149 -0.04 0.05 0.03
H -2.8069 0.2082 -0.7029 -0.33 0.12 -0.08
C 2.6753 0.3873 1.0544 0.24 -0.11 0.28
C 1.6327 -0.1536 0.0838 -0.46 1.06 -0.29
S 0.3381 1.1355 -0.2711 0.12 -0.47 -0.04
H 3.6795 -0.0451 0.9402 -0.12 -0.25 -0.05
H 2.3678 0.2277 2.0924 -0.03 0.13 -0.05
H 2.7854 1.4590 0.8952 -0.06 0.06 0.03
H 2.0989 -0.3920 -0.8667 0.14 -0.24 -0.12
H 1.1141 -1.0285 0.4612 0.23 -0.33 0.17
H -0.9478 -0.8526 -0.3104 -0.16 0.26 0.47